Entry 1:
Density functional theory data (ωB97M-V with the def2-TZVPD basis set) for one molecule with the formula C3H5PS at a distorted geometry.

Structure (XYZ):
```
10
Properties=species:S:1:pos:R:3:lowdin_charge:R:1
C -0.452 0.764 -0.137 -0.5212
H 0.613 -1.118 -1.191 0.0738
S 0.517 -1.443 1.182 0.6558
H -0.624 1.178 -1.096 0.0398
P 1.045 1.473 0.727 0.8139
C 1.433 0.193 1.709 -0.6847
C -0.124 -0.715 -0.433 -0.5626
H -1.223 -1.151 -0.692 0.1140
H -1.221 1.088 0.644 0.0902
H 2.265 -0.079 2.339 -0.0190
```

The value obtained for the highest occupied orbital energy is -8.33 eV. The calculation puts the gap between HOMO and LUMO at 8.59 eV. Its calculated total energy is -856.77170 Eh. The LUMO energy comes out at 0.268 eV. The SMILES is C1=PCCS1. Its net charge is 0. Its strongest force on any atom is 3.83 eV/Å.

Entry 2:
Density functional theory data (ωB97M-V with the def2-TZVPD basis set) for C18H42N7O9Y as an isolated structure at a distorted geometry.

Structure (XYZ):
```
77
Properties=species:S:1:pos:R:3:lowdin_spin:R:1
N 14.435 -20.272 5.494 0.0285
H 21.436 -21.941 4.656 0.0154
C 19.932 -22.288 6.069 0.2498
N 16.830 -26.564 1.511 0.0037
N 15.248 -22.487 0.978 0.0006
H 16.255 -28.279 0.417 0.0001
H 16.222 -22.720 0.842 0.0000
N 20.343 -22.686 7.336 0.0905
C 18.270 -20.102 1.720 0.0006
H 18.908 -27.958 4.449 0.0004
H 18.688 -18.835 6.043 0.0017
C 13.079 -22.843 2.208 0.0003
H 18.544 -23.353 8.094 0.0028
H 12.553 -22.094 1.616 0.0000
H 21.468 -20.790 5.989 0.0058
C 16.095 -28.030 3.474 0.0009
H 15.151 -21.561 8.210 0.0057
C 17.961 -20.420 3.150 0.0028
H 22.647 -24.535 3.577 0.0005
H 17.896 -20.294 5.956 0.0021
H 17.608 -19.302 1.386 0.0003
O 17.621 -21.553 3.539 0.0071
C 14.816 -21.442 6.039 0.0641
H 16.950 -18.871 5.715 0.0005
C 19.823 -26.100 4.420 0.0046
O 18.864 -22.691 5.564 0.0809
H 19.985 -23.233 9.280 0.0004
C 17.908 -19.324 5.460 0.0045
H 21.735 -26.686 4.024 0.0001
O 19.847 -23.109 0.968 0.0005
H 16.377 -28.895 2.873 0.0001
C 14.796 -21.513 0.086 0.0003
C 14.713 -19.712 4.176 0.0040
C 16.499 -26.711 2.782 0.0060
N 21.044 -25.967 3.868 0.0039
H 21.658 -24.981 2.293 0.0002
H 13.718 -19.587 3.748 0.0013
H 19.297 -19.760 1.593 0.0000
H 18.128 -21.035 1.175 0.0000
H 18.036 -27.920 0.730 0.0001
O 18.866 -25.303 4.454 0.0065
Y 17.103 -23.665 4.438 0.2458
O 16.432 -25.677 3.464 0.0100
H 19.356 -27.545 6.031 0.0004
O 15.324 -23.335 2.965 0.0117
H 16.991 -25.649 1.113 0.0002
H 20.150 -20.683 4.788 0.0052
C 19.608 -23.484 8.288 0.0145
H 14.124 -22.801 7.640 0.0027
H 15.021 -27.878 3.575 0.0004
H 19.835 -24.535 8.107 0.0073
H 15.244 -20.490 3.626 0.0000
C 14.392 -21.761 7.453 0.0113
H 14.929 -20.490 0.437 0.0001
O 17.889 -23.835 0.377 0.0005
H 16.867 -27.044 -0.467 0.0000
H 13.534 -21.189 7.805 0.0001
N 18.180 -19.407 4.031 0.0043
H 21.207 -22.380 7.761 0.0062
H 13.876 -19.795 6.187 0.0015
C 19.699 -27.448 5.000 0.0014
N 18.723 -23.569 1.214 0.0005
O 18.385 -23.791 2.369 0.0060
C 21.601 -24.748 3.357 0.0011
C 17.045 -27.533 0.491 0.0005
H 13.748 -21.569 -0.208 0.0000
O 15.618 -22.043 5.360 0.0218
C 20.810 -21.359 5.332 0.0438
H 20.912 -23.934 3.580 0.0008
H 12.650 -23.844 2.166 0.0002
H 15.127 -18.704 4.143 0.0009
H 13.002 -22.644 3.277 0.0001
H 18.659 -18.559 3.761 0.0004
H 20.630 -28.013 4.963 0.0001
H 15.342 -21.703 -0.838 0.0000
C 14.594 -22.939 2.055 0.0020
H 16.567 -28.079 4.455 0.0002
```

The spin multiplicity is 2. The value obtained for the highest occupied orbital energy (spin up / spin down) is -4.80 / -11.06 eV. The calculation puts the gap between HOMO and LUMO (spin up / spin down) at 2.86 / 9.00 eV. Its calculated total energy is -1809.67375 Eh. The LUMO energy (spin up / spin down) comes out at -1.937 / -2.054 eV. Its net charge is +1. Its strongest force on any atom is 4.07 eV/Å. As for the expectation value of S²: 0.7566.

Entry 3:
Density functional theory data (ωB97M-V with the def2-TZVPD basis set) for C33H52CaN3O8S2Sb3 as an isolated structure.

Structure (XYZ):
```
102
Properties=species:S:1:pos:R:3:lowdin_charge:R:1
H 3.308 2.583 -3.818 -0.0007
H 2.699 5.658 1.088 0.1060
C -0.680 2.037 -4.684 -0.3207
H 0.480 2.935 3.418 -0.0190
C -2.756 0.106 -1.578 -0.2227
C 2.471 2.184 -4.386 -0.3167
C -2.297 -5.436 -0.643 -0.4254
N -1.712 1.001 -1.104 -0.0323
H -2.174 -3.790 -2.075 0.0982
H -2.377 -5.383 -2.820 0.1225
H 0.407 -2.793 2.478 0.0520
H -0.176 3.886 -0.287 0.0246
H -2.114 1.718 -0.504 0.0456
N -1.084 -1.010 -2.941 -0.1075
H 0.559 4.559 -3.804 0.0526
H 1.755 -1.475 3.984 0.0728
H 4.090 1.754 1.394 0.0130
O -3.265 -1.773 -2.905 -0.0713
N -0.455 -5.022 -2.075 -0.0492
C 3.654 6.237 -2.095 -0.1050
C -0.127 -2.150 3.184 -0.5744
H 4.409 6.750 -2.676 0.0906
H -0.780 1.034 -5.085 -0.0167
H -2.989 2.301 3.047 0.0685
H 2.005 2.077 3.640 -0.0061
H -3.732 -2.607 -0.047 0.0437
H 4.423 6.864 -0.186 0.0924
C 0.596 4.151 -2.793 -0.3402
C -1.896 -4.852 -1.996 -0.2235
C -2.513 1.523 2.443 -0.1771
C 1.709 4.858 -0.622 -0.2899
C 0.846 -1.044 3.567 -0.1623
C 3.315 -2.067 1.415 -0.3080
C 2.696 5.618 0.004 -0.0848
C 4.736 -1.649 1.132 -0.2664
C 2.469 -1.379 0.436 -0.3828
H 3.853 3.492 1.093 -0.0053
H -4.766 -1.708 1.043 0.0680
H -3.767 -0.139 2.887 0.0584
S -0.898 -5.045 0.443 0.8940
H 0.531 4.666 1.131 0.0510
H 0.352 -3.380 4.874 0.0765
H 0.418 -0.361 4.304 0.0539
C 3.663 6.299 -0.710 -0.1045
H -1.089 -2.403 5.128 0.0537
H -2.934 1.577 1.438 0.0462
C 3.587 2.488 0.765 -0.2956
H -4.968 -3.446 0.899 0.0699
Ca 0.945 -0.876 -1.790 1.2262
S 1.836 -4.775 -0.704 0.6273
O 2.961 -2.796 2.335 0.0523
H 2.749 1.191 -4.728 -0.0005
H -0.746 -1.397 -4.974 0.1093
H 2.628 5.486 -3.813 0.1043
H -2.729 -3.805 1.944 0.0207
H 3.896 2.323 -0.261 0.0109
H -1.157 -3.837 4.097 0.0586
Sb 0.757 2.012 -3.101 1.3865
O 0.681 -3.816 -4.397 -0.0374
H -3.311 -0.385 -0.760 0.0711
C 1.670 4.837 -2.024 -0.2761
C -0.771 -1.954 -4.024 -0.1624
H -3.209 -4.976 -0.267 0.0527
C 1.491 2.822 3.036 -0.3491
H 2.257 2.827 -5.243 -0.0046
O 5.720 -1.949 1.785 0.0872
C 3.291 -0.568 -0.414 -0.3827
C -2.723 0.144 3.055 -0.5684
C -3.993 -2.899 3.399 -0.1593
C -2.479 0.197 4.554 -0.1532
H -1.453 1.777 2.361 0.0353
C -4.219 -2.648 0.927 -0.1868
O 2.835 0.235 -1.303 -0.2850
H 2.018 3.771 3.115 -0.0114
H -1.649 2.340 -4.300 -0.0019
C 4.702 -0.741 -0.072 -0.3108
O 1.189 -1.437 0.371 -0.2959
O 5.677 -0.225 -0.608 0.0626
C -3.242 -2.848 2.079 -0.5938
H -3.149 0.924 5.028 0.0668
C -0.539 -2.984 4.382 -0.1427
H 0.050 -4.771 -2.945 0.0963
H -1.543 -2.724 -4.130 0.0979
Sb -1.644 -1.366 1.877 1.5682
Sb 1.491 2.158 0.982 1.3911
H -2.429 -6.519 -0.698 0.0699
H -0.380 4.316 -2.335 0.0522
C 0.618 -2.658 -3.970 -0.6901
H 1.142 -0.467 2.691 0.0229
H -3.336 -3.061 4.251 0.0478
C 0.219 -4.953 -0.923 -1.1740
C -2.340 -1.009 -2.554 -0.6099
H -4.552 -1.981 3.586 0.0575
H -1.059 0.515 -0.487 -0.0230
H -4.728 -3.711 3.391 0.0691
O 1.596 -1.977 -3.535 -0.1933
H -3.483 0.707 -2.139 0.1119
C 0.758 4.097 0.229 -0.3245
H -1.460 0.511 4.781 0.0563
C 2.657 5.520 -2.731 -0.0653
H -0.355 2.724 -5.465 -0.0056
H -2.640 -0.765 5.040 0.0485
```

The value obtained for the highest occupied orbital energy is -2.25 eV. The calculation puts the gap between HOMO and LUMO at 6.27 eV. Its calculated total energy is -4249.76096 Eh. The LUMO energy comes out at 4.019 eV. Its net charge is -2. Its strongest force on any atom is 0.85 eV/Å.